# 1
C2H3N2O2 | the ωB97M-V functional and the def2-TZVPD basis

Geometry as XYZ:
```
9
Properties=species:S:1:pos:R:3:forces:R:3
O -0.607813 -0.428875 0.420261 3.9287 -0.2986 -0.1252
O -3.882958 0.171415 -0.073995 -3.2356 0.5893 -0.4502
N -1.799428 -0.432905 0.458873 -1.7355 -0.0725 0.5076
N -2.753223 0.013161 0.001336 1.4102 -0.1501 0.0746
C 1.969237 -0.125634 -0.511575 -0.4923 0.2155 0.7303
C 1.597364 0.599867 0.420206 -0.2588 2.0408 1.4179
H 1.388858 1.380514 1.197873 -0.0137 -1.2383 -0.9138
H 2.751032 -0.254302 -1.169423 2.3889 0.4951 -1.1101
H 1.336935 -0.923237 -0.743557 -1.9918 -1.5813 -0.1310
```
Forces are in eV/Å.

Results
net charge = +1
HOMO-LUMO gap = 7.12 eV

natural (NBO) atomic charge list, values in e, 6 entries: O -0.465; O -0.195; N 0.315; N 0.439; C -0.520; C 0.403


# 2
C2H3N2O3 | the ωB97M-V functional and the def2-TZVPD basis

Geometry as XYZ:
```
10
Properties=species:S:1:pos:R:3:forces:R:3
O -2.766317 1.512116 0.642863 3.1904 -1.2375 1.4518
O 3.623012 1.211998 0.314025 1.7168 0.8616 0.2007
O 1.585622 0.250096 -0.235511 1.9452 1.0140 0.0554
N -0.612593 -1.223806 -0.010717 0.5465 -2.4062 -0.6703
N -1.782873 1.059892 1.004909 -2.7477 0.5970 -2.7676
C 2.637586 0.756228 -0.001206 -3.2251 -1.6502 -0.2617
C -0.955951 -0.161154 -0.554922 -1.1657 2.1006 3.6362
H -0.303880 -2.038521 -0.581849 -0.0356 0.5824 0.7366
H -0.880235 -0.057417 -1.565269 -0.0843 0.3831 -2.9182
H -0.544372 -1.309432 0.987677 -0.1404 -0.2448 0.5370
```
Forces are in eV/Å.

Results
net charge = +1
HOMO-LUMO gap (alpha / beta) = 8.67 / 8.68 eV

natural (NBO) atomic charge list, values in e, 6 entries: O -0.034; O -0.427; O -0.621; N -0.633; N 0.399; C 1.052


# 3
C2H3N2O3PdTe | the ωB97M-V functional and the def2-TZVPD basis

Geometry as XYZ:
```
12
Properties=species:S:1:pos:R:3:forces:R:3
Te -3.536812 -0.555555 -1.733073 -0.1339 -0.0200 -0.0878
Pd -1.396846 0.014516 -0.706891 0.3323 -0.3059 -0.0068
O -1.830258 2.886623 -0.894124 -0.1935 0.8422 -0.0462
O -0.747826 -0.213482 1.415644 0.4166 0.1495 0.0894
O 1.044561 -0.327942 2.791172 -0.1792 0.1853 -0.2495
N 1.324774 -0.855418 0.634793 -0.0114 -0.0459 0.0438
N 0.941388 -0.637868 -0.698797 -0.0933 0.1193 0.1105
C -1.136222 1.995164 -1.012567 -0.0079 -0.5826 0.0789
C 0.474201 -0.396394 1.694093 -0.2813 -0.3862 0.3293
H 1.202918 -1.436324 -1.252635 -0.0793 -0.1697 -0.1580
H 2.288830 -0.662526 0.848105 0.1482 0.0329 0.0114
H 1.371292 0.189206 -1.085716 0.0828 0.1811 -0.1149
```
Forces are in eV/Å.

Results
net charge = -1
spin multiplicity = 3
⟨S²⟩ = 2.023
HOMO-LUMO gap (alpha / beta) = 7.17 / 6.12 eV

natural (NBO) atomic charge list, values in e, 6 entries: Te -0.453; Pd 0.440; O -0.514; O -0.802; O -0.748; N -0.540